DFT (ωB97M-V/def2-TZVPD) results for one molecule with the formula C6H16N2 in a non-equilibrium geometry.

Atoms and positions in Å:
C (1.1542, -1.6187, -0.1426)
C (-0.1496, -0.6646, -0.0314)
C (-1.0108, -0.9663, -1.2785)
C (-0.9264, -1.1172, 1.2255)
C (0.2673, 0.8380, 0.0443)
C (-1.0602, 1.7579, 0.1276)
N (1.0451, 1.2601, -1.0831)
N (1.0904, 1.1508, 1.1756)
H (1.2443, -2.0676, -1.1376)
H (1.0959, -2.4483, 0.5702)
H (2.1010, -1.1081, 0.0470)
H (-1.2506, -2.0345, -1.3312)
H (-1.9634, -0.4291, -1.2667)
H (-0.4864, -0.7005, -2.2021)
H (-1.1033, -2.1989, 1.2041)
H (-1.9081, -0.6413, 1.2974)
H (-0.3812, -0.8962, 2.1486)
H (-1.0113, 2.4283, 0.9941)
H (-2.0051, 1.2174, 0.2127)
H (-1.1449, 2.3965, -0.7600)
H (1.1221, 2.2705, -1.1200)
H (1.9820, 0.8770, -1.0710)
H (1.3792, 2.1229, 1.1658)
H (1.9198, 0.5719, 1.2115)

Cartesian forces (eV/Å) of the 2 atoms listed first:
-0.7 0.5 0.0
1.1 -1.3 -0.1

Values from the calculation:
* calculated total energy: -347.70429 Ha
* energy relative to the best compared isomer or geometry (same formula, charge and spin): 12.9 kcal/mol
* orbital gap: 9.168 eV
* HOMO energy: -8.3 eV
* multiplicity: 1
* SMILES: CC(C)(C)C(C)(N)N

=====

DFT (ωB97M-V/def2-TZVPD) results for C27H32N4O4S3Yb as an isolated structure in a non-equilibrium geometry.

Atoms and positions in Å:
Yb (-1.1107, 0.3216, 0.6332)
C (-1.1507, 0.2082, 3.2263)
C (-1.0710, 1.6064, 3.0177)
C (-2.3074, 2.0386, 2.4905)
C (-3.1353, 0.9070, 2.3192)
C (-2.4257, -0.2265, 2.7882)
C (-3.0038, -1.5799, 3.0701)
C (-4.5633, 0.9312, 1.8610)
C (-2.7169, 3.4747, 2.3591)
C (0.0598, 2.5210, 3.3770)
C (-0.1516, -0.6581, 3.9384)
H (-2.2348, -2.3564, 3.0528)
H (-3.7566, -1.8691, 2.3369)
H (-3.4640, -1.5963, 4.0651)
H (-4.6826, 1.4861, 0.9272)
H (-5.2100, 1.4012, 2.6103)
H (-4.9324, -0.0803, 1.6865)
H (-2.2451, 3.9826, 1.5163)
H (-2.4479, 4.0204, 3.2698)
H (-3.7990, 3.5577, 2.2289)
H (0.2989, 3.2058, 2.5586)
H (0.9669, 1.9629, 3.6094)
H (-0.1916, 3.1341, 4.2493)
H (0.0871, -1.5697, 3.3849)
H (-0.5338, -0.9626, 4.9182)
H (0.7895, -0.1304, 4.0952)
C (-1.6533, 5.1950, -2.2581)
S (-0.4895, 3.9894, -2.9240)
C (-0.8033, 2.5218, -1.9578)
S (-1.9619, 2.5316, -0.6627)
N (-0.0672, 1.5603, -2.3664)
N (-0.1742, 0.3617, -1.6332)
C (0.2174, -0.6268, -2.3666)
C (0.4490, -1.9835, -2.0521)
C (0.8925, -2.8746, -3.0340)
C (1.3887, -4.1215, -2.7661)
C (1.6421, -4.4126, -1.3877)
C (1.2128, -3.6222, -0.3981)
N (0.2144, -2.5508, -0.6846)
H (-1.5949, 6.0548, -2.9276)
H (-1.3826, 5.4923, -1.2471)
H (-2.6640, 4.7935, -2.2597)
H (0.4621, -0.3814, -3.3977)
H (0.8739, -2.5013, -4.0523)
H (1.7285, -4.7810, -3.5513)
H (2.2776, -5.2473, -1.1133)
H (1.4395, -3.7165, 0.6524)
C (5.2454, 0.5946, -3.9001)
C (4.3742, 0.2347, -2.7222)
C (4.3961, -1.0471, -2.1779)
C (3.5778, -1.3837, -1.1122)
C (2.7261, -0.4237, -0.5842)
C (2.6990, 0.8667, -1.0986)
C (3.5250, 1.1863, -2.1627)
S (1.6485, -0.8418, 0.7562)
O (2.4440, -1.6179, 1.6673)
O (1.1159, 0.4371, 1.2702)
N (0.2665, -1.5417, 0.3321)
C (-1.1632, -3.2173, -0.5936)
C (-2.3952, -2.4178, -0.1675)
O (-3.3103, -3.1260, 0.2215)
O (-2.3833, -1.1413, -0.2781)
H (5.7850, -0.2755, -4.2749)
H (5.9784, 1.3573, -3.6266)
H (4.6417, 1.0003, -4.7145)
H (5.0548, -1.7977, -2.6002)
H (3.5918, -2.3828, -0.6973)
H (2.0221, 1.6005, -0.6849)
H (3.4850, 2.1867, -2.5801)
H (-1.0580, -4.0364, 0.1100)
H (-1.3427, -3.6242, -1.5840)

Cartesian forces (eV/Å) of the 2 atoms listed first:
-0.9 1.0 0.0
0.0 -0.1 0.2

Values from the calculation:
* calculated total energy: -3921.42973 Ha
* energy relative to the best compared isomer or geometry (same formula, charge and spin): 45.5 kcal/mol
* net charge: -1
* orbital gap (spin up / spin down): 6.726 / 6.725 eV
* HOMO energy (spin up / spin down): -4.2 / -4.2 eV
* multiplicity: 2

=====

DFT (ωB97M-V/def2-TZVPD) results for C40H45AsHfN6PS as an isolated structure in a non-equilibrium geometry.

Atoms and positions in Å:
Hf (-0.1063, 0.3249, 0.2012)
C (3.8758, 2.1472, 1.8031)
C (3.4885, 3.2251, 2.5842)
C (2.1341, 3.4555, 2.7732)
C (1.1982, 2.5927, 2.2013)
N (1.5832, 1.5569, 1.4302)
C (2.8870, 1.3622, 1.2363)
C (-0.2568, 2.7383, 2.4085)
C (-0.7997, 3.7256, 3.2315)
C (-2.1750, 3.7982, 3.3792)
C (-2.9790, 2.8964, 2.7013)
C (-2.3713, 1.9145, 1.9202)
N (-1.0404, 1.8412, 1.7853)
C (-3.1551, 0.8307, 1.2965)
C (-4.5217, 0.9539, 1.0561)
C (-5.2300, -0.1407, 0.5874)
C (-4.5595, -1.3435, 0.4149)
C (-3.1949, -1.3761, 0.6551)
N (-2.4865, -0.3117, 1.0398)
H (4.9143, 1.9215, 1.6269)
H (4.2170, 3.8739, 3.0445)
H (1.8229, 4.3020, 3.3596)
H (3.1553, 0.5260, 0.6059)
H (-0.1719, 4.4098, 3.7773)
H (-2.6157, 4.5497, 4.0155)
H (-4.0481, 2.9296, 2.8304)
H (-5.0278, 1.8911, 1.2153)
H (-6.2857, -0.0563, 0.3808)
H (-5.0776, -2.2349, 0.0965)
H (-2.6468, -2.3044, 0.5419)
N (-0.2600, -0.7900, 2.7798)
C (0.3120, -2.0612, 3.2056)
C (-0.0641, -2.6682, 4.3946)
C (0.5510, -3.8426, 4.7977)
C (1.5548, -4.4102, 4.0289)
C (1.9275, -3.8181, 2.8380)
C (1.2968, -2.6512, 2.4164)
P (1.6486, -1.8583, 0.8151)
C (3.4620, -1.9192, 0.7285)
C (4.2233, -1.6818, 1.8733)
C (5.6006, -1.6134, 1.7807)
C (6.2241, -1.7411, 0.5489)
C (5.4707, -1.9806, -0.5904)
C (4.0929, -2.0599, -0.5066)
C (1.0696, -3.1434, -0.3506)
C (1.8101, -4.2684, -0.6982)
C (1.2746, -5.2050, -1.5678)
C (0.0011, -5.0308, -2.0873)
C (-0.7445, -3.9142, -1.7360)
C (-0.2104, -2.9702, -0.8766)
H (0.2316, -0.0728, 3.3209)
H (-1.2242, -0.7785, 3.1229)
H (-0.8226, -2.2186, 5.0197)
H (0.2545, -4.3090, 5.7221)
H (2.0516, -5.3058, 4.3629)
H (2.7068, -4.2529, 2.2323)
H (3.7460, -1.5523, 2.8342)
H (6.1893, -1.4527, 2.6711)
H (7.2969, -1.6632, 0.4798)
H (5.9541, -2.0898, -1.5489)
H (3.5081, -2.2354, -1.3980)
H (2.8104, -4.3989, -0.3138)
H (1.8566, -6.0700, -1.8468)
H (-0.4088, -5.7637, -2.7655)
H (-1.7403, -3.7881, -2.1359)
H (-0.7727, -2.0687, -0.6051)
C (-2.3038, 4.8312, -3.1995)
As (-0.6133, 3.9426, -2.8310)
C (-0.2768, 2.6917, -4.2974)
C (0.7330, 5.3218, -3.0721)
S (-0.6274, 3.0911, -0.8816)
H (-2.3919, 4.9863, -4.2738)
H (-2.2847, 5.7989, -2.6950)
H (-3.1633, 4.2677, -2.8383)
H (-0.4663, 3.2110, -5.2373)
H (-0.9235, 1.8170, -4.2276)
H (0.7728, 2.3869, -4.2826)
H (0.5034, 5.8556, -3.9957)
H (1.7354, 4.8931, -3.1322)
H (0.6894, 6.0240, -2.2380)
C (-2.7574, -0.8927, -4.6418)
N (-3.2747, -0.2795, -3.4294)
C (-4.6976, 0.0016, -3.3752)
C (-2.5152, -0.1032, -2.4188)
N (-1.8022, 0.0631, -1.5136)
H (-3.2452, -1.8541, -4.8103)
H (-1.6840, -1.0502, -4.5569)
H (-2.9598, -0.2425, -5.4935)
H (-5.2601, -0.9328, -3.4181)
H (-4.9705, 0.6202, -4.2308)
H (-4.9474, 0.5320, -2.4579)
C (1.1585, 0.1901, -1.6354)
H (2.2344, 0.2413, -1.4467)
H (0.9483, 0.9905, -2.3508)
H (0.9832, -0.7508, -2.1683)

Cartesian forces (eV/Å) of the 2 atoms listed first:
-0.7 0.3 0.9
-0.3 0.2 0.1

Values from the calculation:
* calculated total energy: -4902.39703 Ha
* energy relative to the best compared isomer or geometry (same formula, charge and spin): 19.0 kcal/mol
* net charge: +3
* orbital gap: 7.313 eV
* HOMO energy: -15.7 eV
* multiplicity: 1

=====

DFT (ωB97M-V/def2-TZVPD) results for a 13-piece molecular cluster, C15H56N8O13 overall in a non-equilibrium geometry.

Atoms and positions in Å:
C (-1.3152, 1.4138, 3.2822)
C (-1.8002, 2.0498, 1.9352)
O (-0.7802, 2.6708, 1.2252)
H (-2.1232, 0.9948, 3.8472)
H (-0.8302, 2.0778, 4.0102)
H (-0.5502, 0.6458, 3.1112)
H (-2.6502, 2.7318, 2.0742)
H (-2.2332, 1.1968, 1.3942)
H (-1.0862, 3.0328, 0.4172)
C (-2.9702, 2.6488, -1.4348)
C (-4.2992, 2.7038, -2.1618)
O (-4.2882, 2.0998, -3.4108)
H (-2.4022, 1.7038, -1.4658)
H (-3.2802, 2.8118, -0.4238)
H (-2.3152, 3.4898, -1.7698)
H (-4.4722, 3.7458, -2.3358)
H (-5.1052, 2.3448, -1.4898)
H (-3.6772, 2.5808, -4.0178)
C (4.2768, 0.2658, 0.2502)
O (3.4298, -0.1332, -0.7898)
N (4.7438, 1.4648, 0.2772)
N (4.6528, -0.4342, 1.2932)
H (4.8218, 1.9258, -0.6488)
H (5.3948, 1.8198, 1.0532)
H (4.2088, -1.3812, 1.3972)
H (5.1658, -0.1482, 2.1842)
C (2.5828, 2.7088, 2.4982)
O (3.7918, 3.0328, 3.1762)
N (2.4958, 2.4488, 1.2402)
N (1.4328, 2.9048, 3.0792)
H (3.4158, 2.2288, 0.8402)
H (1.6648, 2.1568, 0.6932)
H (0.5318, 2.8658, 2.5412)
H (1.3408, 3.2108, 4.0632)
C (-2.7782, -3.8752, -1.0978)
O (-1.6472, -3.7802, -1.8988)
N (-3.6252, -4.8652, -1.1888)
N (-3.0262, -3.0792, -0.1258)
H (-3.5542, -5.5372, -1.9768)
H (-4.5542, -4.7652, -0.7728)
H (-2.3022, -2.4362, 0.0082)
H (-3.7752, -2.9902, 0.6062)
C (-2.6002, -1.6182, 3.6402)
O (-3.4202, -1.2512, 2.6062)
N (-1.3302, -1.8352, 3.3952)
N (-2.9692, -1.8662, 4.8312)
H (-1.0632, -1.5132, 2.4622)
H (-0.6622, -2.2122, 4.1422)
H (-3.9802, -1.7742, 5.0772)
H (-2.4062, -2.1202, 5.6142)
C (1.1898, -3.2352, 0.0122)
O (0.9418, -2.8552, 1.3782)
H (1.7538, -4.1792, -0.0838)
H (1.8728, -2.4942, -0.4118)
H (0.3608, -3.3622, -0.6268)
H (1.7218, -2.8772, 1.9692)
C (2.5798, -1.7452, -3.1498)
O (2.8088, -1.8802, -4.4908)
H (3.4288, -2.1562, -2.5888)
H (1.6508, -2.3412, -2.9478)
H (2.3988, -0.6582, -3.0598)
H (2.5898, -2.7382, -4.7478)
C (-3.1982, -0.8652, -2.4088)
O (-2.8022, -0.9162, -3.8018)
H (-3.9622, -1.5652, -2.2088)
H (-3.6002, 0.0708, -2.0488)
H (-2.4042, -0.9472, -1.7448)
H (-2.4052, -0.0712, -4.0538)
C (2.8148, 2.8888, -1.9798)
O (3.2078, 1.8658, -2.7648)
H (2.2968, 3.6668, -2.4748)
H (3.7278, 3.3328, -1.5398)
H (2.1988, 2.4918, -1.1698)
H (3.4338, 1.0988, -2.2108)
C (0.1098, 1.2088, -3.4788)
O (-1.0162, 1.1658, -4.3788)
H (-0.1982, 1.5488, -2.4738)
H (0.9128, 1.7928, -3.8898)
H (0.5068, 0.2418, -3.3878)
H (-1.2612, 2.1068, -4.5418)
C (2.2968, -0.7292, 3.0042)
O (3.1378, -1.8482, 2.9072)
H (1.9588, -0.3662, 2.0262)
H (2.8918, 0.0898, 3.5042)
H (1.4868, -0.9702, 3.6612)
H (2.9568, -2.3062, 3.6992)
C (-0.0912, -0.1712, -0.3538)
O (-0.5932, -0.9492, 0.6932)
H (-0.7502, 0.5198, -0.7638)
H (0.0978, -0.9092, -1.0638)
H (0.7998, 0.3548, -0.1048)
H (0.0718, -1.6662, 0.8392)

Cartesian forces (eV/Å) of the 2 atoms listed first:
1.0 1.0 -0.4
-1.6 -1.6 1.3

Values from the calculation:
* calculated total energy: -2021.06842 Ha
* energy relative to the best compared isomer or geometry (same formula, charge and spin): 180.1 kcal/mol
* orbital gap: 8.517 eV
* HOMO energy: -8.7 eV
* multiplicity: 1